(1)
Here is C66H134As5F30N8 as an isolated structure at a distorted geometry from the OMol25 dataset. Energies are from wB97M-V/def2-TZVPD.

The geometry in XYZ format:
```
243
Properties=species:S:1:pos:R:3:lowdin_charge:R:1
As -5.579 -0.401 -5.001 0.942
As 3.659 3.146 -1.509 0.944
As -2.848 4.580 1.007 0.839
As 0.601 -4.372 -3.499 0.913
As 1.140 3.027 -6.299 0.920
F 3.372 1.677 -0.548 -0.297
F 0.894 -2.806 -4.402 -0.302
F -2.684 6.366 1.098 -0.277
F 0.481 -5.799 -2.390 -0.306
F 0.554 1.431 -5.724 -0.289
F 2.350 -4.511 -3.252 -0.282
F 0.622 -5.331 -5.015 -0.266
F -6.874 0.569 -5.667 -0.272
F 1.893 3.247 -1.770 -0.299
F -1.950 4.427 2.484 -0.254
F -5.580 0.508 -3.493 -0.280
F 1.216 3.574 -4.582 -0.273
F 1.667 4.630 -6.872 -0.269
F -1.172 -4.248 -3.686 -0.271
F -6.914 -1.453 -4.309 -0.312
F 2.801 2.310 -6.243 -0.286
F -3.034 2.772 0.771 -0.310
F 3.865 4.583 -2.544 -0.270
F 0.536 -3.312 -2.078 -0.302
F 4.054 2.065 -2.969 -0.312
F -1.361 4.631 0.120 -0.254
F -4.334 4.595 1.909 -0.251
F -3.768 4.752 -0.550 -0.307
F 5.400 3.017 -1.056 -0.295
F -4.267 0.762 -5.622 -0.303
F -4.301 -1.474 -4.271 -0.284
F -5.586 -1.422 -6.491 -0.270
F 3.365 4.217 -0.040 -0.320
F -0.590 3.570 -6.480 -0.294
F 1.120 2.426 -7.952 -0.265
N -0.124 6.130 -3.939 -0.076
N -6.804 4.086 -5.063 -0.059
N -0.448 0.342 -1.944 -0.162
N -6.923 1.043 0.990 -0.242
N 4.146 -1.005 -6.560 -0.201
N -0.907 -6.937 4.407 -0.254
N 6.025 -4.457 3.003 -0.219
N 3.641 3.985 7.655 -0.225
C 5.382 -3.328 3.958 -0.054
C 3.422 3.104 9.910 -0.225
C 2.631 -1.006 -6.846 -0.106
C 5.539 -2.969 1.024 -0.181
C 1.057 -3.698 3.058 -0.262
C -7.059 2.611 1.119 -0.010
C -1.098 1.492 -2.752 -0.051
C 1.302 3.708 4.612 -0.248
C 5.649 -5.815 3.670 -0.090
C -0.739 6.390 -5.070 -0.018
C 4.787 -2.425 -6.497 -0.055
C 0.847 -0.084 -2.676 0.021
C 1.826 4.227 5.938 -0.194
C 2.740 4.863 8.557 -0.044
C 2.366 -1.503 -8.277 -0.188
C 0.712 0.038 1.769 -0.246
C 4.800 -0.059 -7.615 0.039
C -1.567 -0.766 -1.823 -0.038
C -2.071 -8.671 3.074 -0.125
C -2.323 -7.166 5.044 -0.050
C 4.299 -1.818 -4.246 -0.208
C 1.242 6.528 -3.670 0.044
C 5.590 -5.566 5.152 -0.137
C -6.071 0.787 3.336 -0.234
C 0.175 -2.802 -7.849 -0.065
C 4.767 -2.937 -0.232 -0.259
C -0.876 5.454 -3.025 0.053
C -0.515 -5.441 4.232 -0.095
C -0.677 -0.102 2.362 -0.103
C -5.852 3.536 -5.824 -0.016
C -6.481 4.875 -3.914 0.023
C 3.239 4.530 10.060 -0.126
C 2.292 3.970 3.448 -0.081
C -4.167 4.763 -4.681 -0.072
C -5.258 1.560 5.622 -0.081
C -4.544 3.872 -5.713 0.061
C -2.764 5.177 -4.456 -0.153
C 0.746 -0.233 0.287 -0.175
C -2.857 0.062 -1.811 -0.195
C -0.054 0.884 -0.504 -0.041
C -8.256 3.759 -5.211 0.040
C 5.415 -4.434 1.600 -0.102
C -2.179 4.992 -3.265 0.016
C -5.734 0.557 1.838 -0.091
C -2.599 1.057 -2.862 -0.166
C -8.204 0.307 1.285 0.037
C -2.027 5.955 -5.407 0.076
C 3.244 -2.864 -0.311 -0.069
C -6.696 3.223 -0.315 -0.162
C 4.820 4.877 7.157 0.056
C 2.861 3.288 6.535 -0.097
C -6.531 0.795 -0.509 -0.034
C 5.412 -4.025 5.321 -0.148
C 0.859 -1.523 -8.466 -0.232
C 0.083 -7.590 5.260 -0.018
C -6.768 2.179 -1.358 -0.137
C 0.683 -5.161 3.315 -0.171
C 4.523 -3.031 -5.085 -0.122
C -4.917 1.240 4.149 -0.270
C 1.059 -2.720 4.181 -0.105
C -1.005 -7.576 2.991 -0.063
C -5.170 5.228 -3.730 0.050
C 4.168 2.941 8.639 -0.131
C 7.554 -4.260 2.922 0.061
C 4.401 -0.574 -5.037 -0.062
C -3.043 -8.183 4.147 -0.144
H 0.486 1.825 -0.602 0.109
H 1.752 -0.209 -0.131 0.072
H 0.405 4.287 4.392 0.107
H 5.155 -2.075 -0.775 0.118
H -2.615 4.399 -2.474 0.105
H 3.674 -3.712 -5.021 0.099
H 3.293 3.617 3.697 0.064
H 1.385 -0.678 2.241 0.073
H 0.863 -0.329 -3.738 0.086
H 3.640 2.846 5.914 0.134
H -5.918 0.759 5.955 0.074
H 2.310 0.007 -6.602 0.096
H -5.864 2.466 5.655 0.076
H 2.355 5.043 3.268 0.084
H -3.952 -7.754 3.724 0.121
H 5.075 -2.332 1.778 0.100
H 5.856 0.038 -7.363 0.099
H -4.859 1.140 1.549 0.111
H -1.376 -4.920 3.812 0.139
H -8.125 2.742 1.306 0.122
H -2.622 -8.832 2.147 0.133
H 5.197 3.196 8.893 0.134
H -8.896 0.709 0.545 0.114
H -6.123 2.372 -2.215 0.089
H -3.783 -0.483 -1.991 0.103
H 2.726 -2.516 -8.460 0.113
H -2.165 -7.378 6.101 0.131
H -1.624 -9.592 3.448 0.121
H 2.976 -2.910 -1.366 0.048
H -6.433 2.956 1.942 0.111
H 6.472 -5.826 5.737 0.120
H -0.156 6.947 -5.788 0.153
H 4.383 5.622 6.492 0.099
H 4.842 -0.599 -8.561 0.091
H -3.439 -9.052 4.671 0.125
H 5.087 -3.848 -0.738 0.116
H -8.306 3.426 -6.247 0.104
H 4.555 -3.591 5.837 0.109
H 4.217 0.853 -7.745 0.102
H 2.076 -3.788 2.682 0.085
H 6.254 -3.687 5.924 0.112
H 0.480 -0.553 -8.145 0.104
H -0.425 5.137 -2.096 0.131
H -4.141 0.477 4.095 0.109
H 1.762 -3.123 4.910 0.070
H 4.628 -5.996 3.334 0.117
H 0.136 -7.009 6.181 0.111
H 2.183 -1.697 -6.132 0.111
H 4.745 -6.091 5.597 0.115
H -6.255 2.950 -6.637 0.149
H 2.683 -3.752 -0.020 0.077
H 1.085 -7.564 4.832 0.105
H 3.334 -1.768 -3.742 0.094
H 4.325 -3.153 3.757 0.111
H 5.322 5.408 7.966 0.115
H -8.412 0.523 2.333 0.105
H 0.051 -7.845 2.953 0.127
H 3.910 2.658 10.777 0.142
H 4.362 -4.707 1.675 0.112
H 0.063 -2.576 4.600 0.084
H 5.839 -2.163 -6.603 0.125
H -0.994 2.365 -2.107 0.098
H 1.604 5.707 -3.052 0.081
H -6.882 1.488 3.533 0.110
H 1.240 7.448 -3.084 0.121
H 4.457 -3.009 -7.356 0.121
H -0.895 -2.682 -8.014 0.072
H -4.877 5.920 -2.954 0.131
H -3.389 1.794 -3.003 0.102
H 4.196 5.012 10.261 0.121
H 0.705 -5.694 2.365 0.123
H 2.428 2.415 7.025 0.132
H 1.481 -1.745 3.937 0.063
H -7.398 4.038 -0.494 0.116
H -2.485 6.271 -6.332 0.135
H 7.836 -4.220 3.974 0.105
H 5.910 -2.391 3.782 0.132
H 3.528 0.058 -4.875 0.108
H -5.442 -0.485 1.709 0.139
H 1.760 6.533 -4.629 0.115
H -1.088 -1.090 2.152 0.065
H -5.684 3.624 -0.248 0.076
H 5.385 -0.115 -4.936 0.139
H 0.987 2.665 4.605 0.102
H 1.500 -5.496 3.954 0.098
H 2.000 3.513 2.503 0.065
H -0.356 -5.140 5.268 0.132
H 8.092 -5.030 2.371 0.124
H 0.895 4.389 6.480 0.121
H 0.507 -1.268 0.042 0.097
H 6.581 -2.650 1.002 0.114
H 4.155 1.888 8.356 0.137
H 0.698 -1.553 -9.544 0.105
H -4.544 2.147 3.672 0.106
H 2.882 5.912 8.297 0.132
H 4.940 -1.768 -3.366 0.113
H -0.783 -0.046 3.445 0.067
H -1.349 -6.820 2.286 0.143
H -0.145 -8.596 5.613 0.127
H -6.526 -0.110 3.756 0.118
H 0.397 -3.727 -8.381 0.078
H -5.459 0.605 -0.558 0.093
H 0.522 -3.286 2.202 0.112
H 6.208 -6.696 3.357 0.146
H -6.957 -0.093 -0.975 0.129
H -7.806 2.205 -1.690 0.107
H 2.831 -0.804 -8.972 0.105
H -3.046 0.544 -0.851 0.088
H 1.571 0.718 -2.528 0.090
H 0.365 -2.752 -6.777 0.041
H 2.513 2.517 9.779 0.128
H 2.313 5.168 5.681 0.119
H 5.816 -5.206 0.944 0.143
H 1.703 4.549 8.432 0.121
H -3.847 3.553 -6.474 0.145
H -7.238 5.304 -3.274 0.140
H 7.653 -3.223 2.601 0.094
H -4.414 1.795 6.271 0.074
H -7.983 -0.698 0.926 0.112
H -1.630 -1.315 -2.763 0.135
H -8.578 3.001 -4.497 0.108
H -2.635 0.565 -3.834 0.100
H -8.750 4.731 -5.224 0.108
H 5.411 4.253 6.487 0.110
H 1.059 -1.091 -2.319 0.063
H 5.443 -3.482 -4.715 0.118
H 2.647 4.928 10.885 0.133
H -0.539 1.782 -3.641 0.103
H -1.392 -1.497 -1.034 0.119
H -2.894 -6.239 4.987 0.126
H 1.125 0.981 2.128 0.107
H 2.924 -1.856 -0.050 0.063
H -1.023 1.205 -0.123 0.095
H -1.427 0.553 1.919 0.059
```

Its multiplicity is 1. The charge is +3.

---

(2)
Here is a 14-piece molecular cluster, C66H155N5O14 overall at a distorted geometry from the OMol25 dataset. Energies are from wB97M-V/def2-TZVPD.

The geometry in XYZ format:
```
240
Properties=species:S:1:pos:R:3:lowdin_charge:R:1
O 4.667 2.232 -0.937 -0.073
O -5.944 -0.015 -2.953 -0.087
O -6.494 -0.782 -0.428 -0.128
O -2.665 -6.272 2.998 -0.062
O -1.272 0.122 6.442 -0.025
O -1.245 3.996 0.401 -0.102
O 4.541 -7.129 3.320 -0.042
O -3.134 -6.452 -0.754 -0.032
O -4.086 0.390 -0.891 -0.110
O 1.128 3.820 1.598 -0.111
O 2.100 1.443 0.027 -0.081
O 1.527 -0.801 -5.843 -0.109
O 1.035 3.632 -7.808 -0.029
O 2.078 0.967 8.476 -0.054
N -2.624 0.445 6.264 -0.116
N -0.347 3.817 -7.550 -0.084
N 3.242 -6.494 3.250 -0.055
N 4.832 1.880 -2.297 -0.073
N 0.906 0.612 0.008 -0.001
C 5.243 2.687 -4.588 -0.104
C -4.698 0.849 -4.747 -0.075
C -1.569 -5.338 2.848 -0.297
C -2.694 4.134 -5.869 -0.207
C -4.497 0.707 4.794 -0.122
C 4.638 -4.232 3.234 -0.026
C -5.011 1.927 5.641 -0.142
C -2.362 2.712 7.277 -0.016
C 4.755 3.083 -3.165 -0.507
C -4.758 2.549 0.073 -0.047
C 3.474 -5.113 2.711 -0.458
C 2.705 -6.619 4.605 -0.534
C -2.403 2.830 -6.625 -0.134
C -0.575 5.166 -6.865 -0.483
C -3.089 1.342 7.318 -0.483
C 2.556 -1.258 0.275 -0.003
C -2.954 0.522 8.652 -0.022
C -0.387 -1.854 -0.601 -0.155
C 1.591 -0.180 -2.402 -0.013
C -4.663 -1.588 -4.531 -0.047
C 6.650 2.056 -4.602 -0.202
C 3.456 -6.055 5.807 -0.030
C -6.990 -1.532 1.673 -0.115
C 6.657 0.871 -3.712 -0.156
C 1.580 -2.205 -5.644 -0.305
C -2.263 1.758 4.125 -0.019
C -3.642 1.521 -0.204 -0.320
C 1.232 -0.608 0.824 -0.457
C 0.480 0.369 -1.428 -0.463
C 1.495 -4.381 4.183 -0.170
C -7.479 -1.580 0.315 -0.293
C 6.146 1.121 -2.267 -0.467
C -2.133 5.290 -6.562 -0.162
C -0.912 2.530 -6.984 -0.458
C -1.366 4.739 -0.860 -0.282
C -2.929 -5.109 -1.132 -0.534
C -0.948 1.431 -8.044 -0.039
C 0.290 -2.660 -4.945 -0.075
C -5.480 -0.316 -4.294 -0.466
C 3.444 3.548 1.929 -0.074
C 0.196 5.390 -5.562 -0.046
C 2.260 -8.106 4.854 -0.025
C -2.225 -5.110 -2.493 -0.036
C -2.510 -0.722 4.134 -0.028
C -0.175 1.974 -5.680 -0.025
C 2.314 4.542 1.764 -0.328
C 1.534 -0.218 2.278 -0.021
C 5.887 -0.195 -1.478 -0.029
C 0.011 -1.535 0.834 -0.132
C 3.127 -0.572 6.807 -0.042
C -2.962 0.597 4.815 -0.486
C 2.132 -4.294 2.786 -0.121
C -2.022 -3.884 2.800 -0.082
C -0.281 5.785 -0.963 -0.073
C -0.203 6.281 -7.840 -0.045
C -4.637 1.605 7.137 -0.116
C 7.231 1.885 -1.480 -0.036
C -0.712 -0.576 -1.408 -0.122
C 1.929 1.597 6.092 -0.048
C -0.132 1.652 -1.998 -0.034
C -4.119 -4.287 -1.266 -0.078
C 3.252 3.340 -3.133 -0.040
C 3.715 -5.246 1.145 -0.032
C 1.402 -5.825 4.617 -0.187
C 5.506 4.307 -2.613 -0.031
C 2.039 0.447 7.122 -0.464
H 6.041 0.008 -4.219 0.151
H -3.265 1.263 0.724 0.073
H 7.671 0.438 -3.641 0.121
H -2.712 2.764 4.286 0.082
H 1.747 1.278 5.050 0.073
H 4.659 -7.523 2.420 0.117
H 1.280 5.671 -5.771 0.099
H -2.458 3.292 8.225 0.096
H -0.235 6.230 -4.992 0.085
H -6.902 -0.479 1.915 0.076
H -4.899 -0.232 5.075 0.107
H 1.103 2.153 6.484 0.051
H 2.987 3.971 -2.263 0.087
H -6.753 -0.732 -1.357 0.058
H 2.610 2.504 -3.228 0.048
H -4.498 2.858 5.377 0.085
H 2.461 -0.528 -6.074 0.117
H -4.829 -0.128 -0.476 0.075
H -4.309 3.527 0.289 0.065
H -0.552 6.013 -8.839 0.089
H -0.394 6.498 -1.787 0.076
H -0.942 1.939 -1.340 0.038
H 0.838 -6.094 5.493 0.121
H -1.086 -5.516 1.888 0.102
H -2.769 1.978 -6.046 0.081
H 0.611 2.473 -1.990 0.090
H -4.964 2.354 7.857 0.114
H -0.527 0.959 -5.504 0.079
H 3.284 -1.220 7.650 0.072
H -1.635 0.672 -7.692 0.079
H -3.723 -3.284 -1.416 0.081
H -7.559 -2.614 -0.063 0.119
H 2.416 -2.493 -5.020 0.106
H 3.276 -0.513 0.028 0.054
H -1.234 1.822 4.451 0.074
H 0.328 4.382 1.415 0.078
H 5.522 -4.768 3.470 0.070
H -5.167 0.217 -2.391 0.052
H 4.863 -3.559 2.401 0.076
H -2.258 6.226 -5.973 0.120
H -7.669 -2.108 2.388 0.113
H 3.802 1.895 -0.714 0.041
H -3.128 -0.859 3.232 0.090
H 1.619 -2.703 -6.590 0.099
H 1.422 -8.289 4.149 0.085
H 3.743 -4.268 0.667 0.068
H 0.188 -2.406 1.482 0.099
H 3.263 2.936 2.847 0.087
H -0.832 -1.007 1.259 0.108
H 5.363 4.356 -1.495 0.098
H 2.889 1.487 8.537 0.084
H 1.812 -8.209 5.862 0.085
H 2.819 2.228 5.987 0.080
H 1.033 0.014 7.129 0.115
H -1.200 -0.808 -2.390 0.137
H -1.205 1.876 -9.010 0.091
H -2.232 -3.586 3.846 0.069
H -8.455 -1.039 0.193 0.130
H 3.116 -1.861 0.939 0.048
H -0.785 0.930 6.422 0.024
H -6.075 2.050 5.433 0.102
H -6.028 -2.003 1.746 0.065
H 2.557 0.268 -2.114 0.062
H 0.572 0.053 2.878 0.104
H -4.366 -1.655 -5.583 0.076
H -5.327 2.210 0.933 0.064
H 1.252 0.213 -3.388 0.073
H 4.560 1.870 -4.848 0.111
H -1.909 0.397 8.900 0.068
H -5.195 -2.577 -4.403 0.093
H -1.244 -2.533 -0.608 0.094
H 0.427 -2.399 -1.045 0.088
H 0.860 -6.318 3.751 0.111
H 1.762 2.302 0.289 0.060
H -0.791 3.200 0.194 0.028
H 5.004 5.244 -3.033 0.109
H 2.537 5.327 0.983 0.120
H -3.781 -1.519 -3.885 0.073
H -2.309 1.574 3.052 0.075
H -5.309 2.567 -0.915 0.100
H 7.017 1.758 -5.529 0.087
H 5.100 -0.857 -1.952 0.101
H 5.099 3.554 -5.262 0.129
H -1.510 -0.572 3.787 0.042
H -1.260 2.517 7.227 0.073
H 4.058 -0.074 6.601 0.070
H 2.912 -5.842 0.732 0.079
H -2.404 5.163 -0.876 0.122
H -2.258 -4.651 -0.376 0.123
H 4.279 -3.546 4.003 0.074
H -0.677 7.207 -7.497 0.089
H 0.878 6.323 -7.867 0.071
H 7.496 2.824 -2.018 0.070
H 0.119 -2.239 -3.960 0.040
H 6.547 4.301 -2.798 0.038
H 1.696 -1.303 -2.506 0.083
H -2.807 2.852 -7.652 0.125
H 7.398 2.834 -4.321 0.119
H 4.669 -5.724 1.030 0.067
H 0.687 5.277 -1.032 0.060
H -1.717 -6.056 -2.713 0.089
H -4.399 0.621 -5.751 0.067
H 8.164 1.317 -1.456 0.084
H 6.986 2.126 -0.448 0.083
H -0.265 6.302 0.046 0.101
H -0.863 -5.431 3.668 0.070
H -2.259 3.966 -4.826 0.125
H 2.363 -3.314 2.316 0.087
H 3.611 2.877 1.123 0.031
H -2.860 2.015 -0.780 0.085
H -2.444 -1.614 4.772 0.084
H -1.334 -3.097 2.487 0.039
H -4.851 -4.608 -2.039 0.102
H -4.666 -4.262 -0.305 0.085
H 6.802 -0.723 -1.393 0.065
H 4.232 -6.813 6.118 0.099
H -1.390 0.032 -0.791 0.097
H 4.038 -5.180 5.534 0.060
H 1.951 -3.783 4.934 0.089
H 4.319 4.095 2.210 0.072
H 0.477 -3.926 4.152 0.105
H -5.113 0.635 7.292 0.107
H -5.314 1.733 -4.844 0.094
H 0.862 1.891 -5.810 0.043
H 5.570 0.057 -0.499 0.054
H -0.559 -2.357 -5.546 0.070
H -4.766 0.875 3.747 0.107
H 1.966 -1.129 2.720 0.069
H 0.221 4.538 -4.887 0.051
H 0.007 0.909 -8.234 0.087
H -0.521 1.520 -2.994 0.065
H -3.369 -0.472 8.478 0.086
H 2.993 4.008 -3.975 0.083
H -0.367 2.536 -4.774 0.043
H -1.459 4.037 -1.691 0.088
H -3.798 0.977 -4.162 0.088
H -3.024 -5.020 -3.190 0.059
H -3.142 -6.551 0.203 0.078
H 2.252 5.132 2.756 0.131
H -2.947 -3.744 2.200 0.086
H -3.745 4.214 -5.612 0.106
H -3.424 0.982 9.530 0.083
H -2.609 3.373 6.447 0.066
H 2.849 -1.128 5.895 0.078
H -1.522 -4.333 -2.675 0.050
H 2.818 -5.821 6.687 0.101
H 2.266 0.594 2.331 0.071
H 3.010 -8.891 4.903 0.074
H 0.165 -3.737 -4.885 0.072
H 2.310 -1.788 -0.651 0.065
H -2.663 5.492 -7.546 0.141
H -6.433 -0.425 -4.784 0.134
H -2.340 -6.966 3.563 0.070
H 1.397 -4.765 2.064 0.124
H 1.319 3.263 -6.943 0.076
```

Its multiplicity is 1. For the energy above the lowest of the compared OMol25 structures with the same formula, charge and spin, the calculation gives 0.2642 eV.

---

no.,total energy (a.u.)
1,-17207.6361
2,-3934.4354